[1]
The following is a quantum chemistry calculation of a 7-piece molecular cluster, C32H49N7O4 overall in a non-equilibrium geometry, from the Open Molecules 2025 dataset.

Cartesian coordinates (Å):
O (-1.48, -2.70, -1.12)
C (-0.48, -2.36, -1.62)
O (0.06, -1.07, -1.47)
C (1.45, -1.38, -1.25)
O (2.32, -0.30, -1.43)
C (1.73, -2.71, -2.07)
C (2.46, -3.56, -1.00)
C (3.89, -3.74, -0.95)
C (4.46, -4.51, 0.10)
N (3.87, -5.15, 1.14)
C (2.54, -4.96, 1.03)
C (1.78, -4.24, 0.07)
O (0.40, -3.10, -2.39)
H (1.46, -1.57, -0.15)
H (2.86, -0.23, -0.63)
H (2.42, -2.51, -2.93)
H (4.53, -3.27, -1.71)
H (5.57, -4.58, 0.09)
H (1.95, -5.43, 1.85)
H (0.68, -4.19, 0.16)
C (8.33, -7.72, 1.74)
C (7.24, -7.78, 2.80)
C (6.42, -6.48, 2.89)
C (7.31, -5.35, 3.25)
N (7.99, -4.48, 3.52)
H (9.07, -6.94, 1.97)
H (8.87, -8.67, 1.69)
H (7.91, -7.51, 0.75)
H (7.69, -8.00, 3.77)
H (6.56, -8.61, 2.56)
H (5.64, -6.58, 3.64)
H (5.94, -6.27, 1.93)
C (-1.05, 2.19, -1.69)
C (-2.16, 2.12, -0.65)
C (-3.00, 3.40, -0.59)
C (-2.15, 4.55, -0.22)
N (-1.48, 5.44, 0.05)
H (-0.33, 2.97, -1.46)
H (-0.50, 1.24, -1.73)
H (-1.46, 2.37, -2.69)
H (-1.72, 1.92, 0.33)
H (-2.82, 1.28, -0.89)
H (-3.79, 3.29, 0.16)
H (-3.48, 3.60, -1.55)
C (-2.54, 8.61, -0.01)
C (-1.46, 9.53, 0.53)
C (-1.99, 10.92, 0.91)
C (-2.56, 11.59, -0.28)
N (-3.01, 12.10, -1.20)
H (-2.98, 9.00, -0.93)
H (-2.12, 7.63, -0.23)
H (-3.34, 8.48, 0.72)
H (-0.67, 9.63, -0.22)
H (-1.01, 9.07, 1.42)
H (-1.18, 11.54, 1.30)
H (-2.76, 10.84, 1.68)
C (0.12, 0.10, -6.53)
C (-0.48, -1.29, -6.68)
C (-0.28, -2.16, -5.43)
C (1.17, -2.34, -5.16)
N (2.28, -2.47, -4.95)
H (1.20, 0.06, -6.39)
H (-0.07, 0.69, -7.43)
H (-0.31, 0.63, -5.68)
H (-0.03, -1.78, -7.54)
H (-1.55, -1.20, -6.88)
H (-0.74, -3.14, -5.57)
H (-0.75, -1.69, -4.56)
C (-3.32, -5.16, 1.09)
C (-3.23, -5.41, 2.59)
C (-1.81, -5.27, 3.13)
C (-0.92, -6.26, 2.48)
N (-0.23, -7.02, 1.97)
H (-2.74, -5.89, 0.52)
H (-4.36, -5.24, 0.75)
H (-2.95, -4.16, 0.83)
H (-3.62, -6.40, 2.81)
H (-3.88, -4.69, 3.11)
H (-1.80, -5.44, 4.21)
H (-1.42, -4.27, 2.95)
C (-3.20, 6.83, 3.10)
C (-4.60, 6.59, 3.65)
C (-5.09, 5.16, 3.40)
C (-5.15, 4.88, 1.94)
N (-5.19, 4.67, 0.82)
H (-3.16, 6.71, 2.02)
H (-2.87, 7.85, 3.33)
H (-2.48, 6.14, 3.55)
H (-5.29, 7.31, 3.19)
H (-4.60, 6.79, 4.72)
H (-6.09, 5.03, 3.82)
H (-4.43, 4.44, 3.88)

## Properties
HOMO: -9.93 eV
Calculated total energy: -1932.911451 a.u.
Kohn-Sham gap: 10.02 eV
Energy relative to the best compared isomer or geometry (same formula, charge and spin): 0.000 eV
SMILES: O=C1O[C@H](c2ccncc2)[C@@H](O)O1.CCCC#N.CCCC#N.CCCC#N.CCCC#N.CCCC#N.CCCC#N
F_max: 3.596 eV/Å
Total charge: 0

Löwdin population analysis, charges in e, atoms 1 to 2: 0.206, -0.512

[2]
The following is a quantum chemistry calculation of C32H50IrN11O2S3 as an isolated structure in a non-equilibrium geometry, from the Open Molecules 2025 dataset.

Cartesian coordinates (Å):
Ir (1.03, -0.38, 0.79)
N (2.46, -1.74, -2.02)
C (2.15, -0.65, -2.91)
C (1.98, -1.13, -4.38)
C (0.85, -2.13, -4.71)
C (-0.29, -1.55, -5.57)
N (-1.08, -0.51, -4.94)
C (-2.04, -0.70, -4.05)
N (-2.43, 0.32, -3.29)
N (-2.64, -1.90, -3.92)
C (0.96, 0.18, -2.42)
O (0.54, 1.03, -3.22)
O (0.39, 0.01, -1.28)
H (3.40, -2.06, -2.19)
H (1.85, -2.54, -2.16)
H (3.00, 0.03, -2.89)
H (2.94, -1.59, -4.62)
H (1.89, -0.25, -5.03)
H (0.44, -2.60, -3.81)
H (1.26, -2.94, -5.32)
H (-0.94, -2.34, -5.94)
H (0.16, -1.09, -6.45)
H (-0.56, 0.36, -4.79)
H (-1.76, 1.07, -3.19)
H (-2.95, 0.09, -2.44)
H (-2.54, -2.58, -4.65)
H (-3.49, -1.94, -3.38)
S (2.53, -1.92, 4.74)
C (1.74, -1.17, 3.59)
N (1.12, -0.58, 2.77)
C (2.71, 2.56, -0.82)
C (3.03, 2.06, 0.60)
C (4.55, 2.23, 0.81)
C (2.71, 0.59, 0.71)
C (2.36, 2.91, 1.69)
C (2.33, 2.44, 3.00)
C (1.84, 3.22, 4.04)
C (1.38, 4.51, 3.79)
C (1.41, 4.99, 2.49)
C (1.89, 4.20, 1.45)
H (3.22, 1.93, -1.54)
H (3.07, 3.58, -0.97)
H (1.64, 2.53, -1.03)
H (5.10, 1.68, 0.04)
H (4.85, 1.85, 1.79)
H (4.83, 3.28, 0.75)
H (3.58, -0.08, 0.73)
H (2.70, 1.44, 3.21)
H (1.85, 2.83, 5.05)
H (1.03, 5.13, 4.60)
H (1.05, 5.99, 2.28)
H (1.91, 4.61, 0.45)
S (3.74, -4.09, 1.26)
C (3.13, -2.59, 0.74)
N (1.88, -2.35, 0.97)
C (1.29, -3.42, 1.66)
C (-0.01, -3.48, 2.17)
C (-0.39, -4.61, 2.86)
C (0.49, -5.69, 3.04)
C (1.78, -5.63, 2.56)
C (2.17, -4.48, 1.88)
H (3.78, -1.87, 0.26)
H (-0.67, -2.64, 2.03)
H (-1.38, -4.66, 3.28)
H (0.16, -6.56, 3.58)
H (2.47, -6.45, 2.73)
C (-3.29, -1.53, 2.34)
C (-3.77, -0.93, 1.01)
C (-4.54, 0.36, 1.27)
C (-4.66, -1.94, 0.28)
N (-2.66, -0.56, 0.10)
N (-1.52, -1.46, 0.20)
H (-4.12, -1.55, 3.04)
H (-2.50, -0.92, 2.77)
H (-2.92, -2.55, 2.22)
H (-5.43, 0.15, 1.86)
H (-4.85, 0.82, 0.33)
H (-3.92, 1.07, 1.83)
H (-5.49, -2.25, 0.91)
H (-4.10, -2.84, 0.01)
H (-5.08, -1.49, -0.63)
H (-2.30, 0.34, 0.39)
H (-0.96, -1.25, -0.63)
H (-1.87, -2.41, 0.08)
C (-2.99, 4.00, -1.24)
C (-1.55, 4.20, -0.77)
C (-1.14, 3.18, 0.24)
N (-0.44, 2.15, -0.03)
N (-0.24, 1.30, 1.04)
C (-0.82, 1.76, 2.14)
N (-0.90, 1.14, 3.32)
S (-1.67, 3.24, 1.89)
H (-3.28, 4.78, -1.94)
H (-3.69, 4.02, -0.40)
H (-3.10, 3.03, -1.74)
H (-1.43, 5.20, -0.35)
H (-0.86, 4.11, -1.61)
H (-0.21, 0.40, 3.46)
H (-1.18, 1.68, 4.12)

## Properties
HOMO (spin up / spin down): -8.65 / -10.17 eV
Calculated total energy: -3300.894879 a.u.
Kohn-Sham gap (spin up / spin down): 6.54 / 8.06 eV
Energy relative to the best compared isomer or geometry (same formula, charge and spin): 2.234 eV
F_max: 2.786 eV/Å
Multiplicity: 2
Total charge: +1

Löwdin population analysis, charges in e, atoms 1 to 2: 1.280, 0.056

[3]
The following is a quantum chemistry calculation of C32H50N11S3Sr as an isolated structure in a non-equilibrium geometry, from the Open Molecules 2025 dataset.

Cartesian coordinates (Å):
Sr (-0.27, 0.05, -0.33)
C (-1.38, -6.63, -1.13)
C (-1.03, -5.97, 0.20)
N (-1.89, -4.87, 0.54)
C (-1.76, -3.57, 0.12)
S (-0.40, -3.16, -0.87)
N (-2.74, -2.80, 0.55)
N (-2.69, -1.50, 0.12)
C (-3.59, -0.73, 0.61)
C (-4.60, -1.14, 1.65)
C (-3.59, 0.68, 0.16)
C (-4.29, 1.66, 0.87)
C (-4.29, 2.96, 0.40)
C (-3.59, 3.27, -0.75)
C (-2.90, 2.25, -1.37)
N (-2.90, 0.99, -0.94)
H (-0.70, -7.46, -1.35)
H (-1.30, -5.89, -1.93)
H (-2.40, -7.02, -1.12)
H (0.00, -5.61, 0.16)
H (-1.09, -6.70, 1.01)
H (-2.73, -5.04, 1.06)
H (-4.63, -2.22, 1.72)
H (-5.59, -0.75, 1.41)
H (-4.29, -0.74, 2.62)
H (-4.79, 1.41, 1.79)
H (-4.81, 3.74, 0.95)
H (-3.53, 4.28, -1.14)
H (-2.29, 2.45, -2.25)
C (-2.42, -1.16, -3.41)
N (-1.76, -0.19, -4.25)
C (-2.52, 0.69, -5.10)
C (-1.41, 1.49, -5.76)
N (-0.41, 1.52, -4.70)
C (0.87, 2.12, -5.01)
C (-0.58, 0.40, -3.89)
N (0.10, -0.05, -2.90)
C (1.43, 0.34, -2.52)
C (2.02, -0.71, -1.58)
N (2.28, -0.21, -0.25)
C (3.16, 0.70, 0.01)
N (4.05, 1.39, -0.83)
C (4.85, 0.72, -1.83)
C (4.80, 2.34, -0.01)
C (3.88, 2.53, 1.19)
N (3.27, 1.22, 1.26)
C (2.25, 0.99, 2.27)
H (-3.07, -1.78, -4.03)
H (-3.00, -0.68, -2.62)
H (-1.68, -1.80, -2.93)
H (-3.19, 1.34, -4.52)
H (-3.12, 0.13, -5.82)
H (-1.71, 2.50, -6.04)
H (-1.03, 0.98, -6.65)
H (0.68, 3.01, -5.62)
H (1.52, 1.45, -5.58)
H (1.38, 2.44, -4.11)
H (1.44, 1.32, -2.02)
H (2.10, 0.46, -3.38)
H (2.88, -1.19, -2.04)
H (1.29, -1.52, -1.47)
H (4.27, 0.38, -2.68)
H (5.41, -0.13, -1.42)
H (5.57, 1.45, -2.22)
H (4.99, 3.26, -0.56)
H (5.76, 1.90, 0.31)
H (3.12, 3.30, 1.00)
H (4.42, 2.76, 2.11)
H (2.68, 1.20, 3.25)
H (1.94, -0.06, 2.25)
H (1.36, 1.61, 2.10)
C (-0.12, 4.65, 2.32)
C (-0.35, 3.21, 1.88)
S (0.05, 2.92, 0.18)
C (-0.81, 2.29, 2.77)
C (-1.10, 2.67, 4.20)
S (-1.11, 0.59, 2.44)
H (0.30, 5.22, 1.49)
H (0.57, 4.72, 3.16)
H (-1.05, 5.14, 2.62)
H (-1.09, 3.74, 4.38)
H (-0.37, 2.20, 4.87)
H (-2.08, 2.28, 4.49)
N (0.33, -2.76, 2.48)
C (1.38, -2.32, 3.25)
C (1.17, -1.58, 4.42)
C (2.23, -1.18, 5.20)
C (3.54, -1.49, 4.84)
C (3.76, -2.21, 3.68)
C (2.70, -2.63, 2.89)
H (-0.54, -2.25, 2.59)
H (0.53, -2.97, 1.51)
H (0.15, -1.29, 4.68)
H (2.05, -0.59, 6.09)
H (4.38, -1.16, 5.45)
H (4.77, -2.45, 3.37)
H (2.88, -3.18, 1.97)

## Properties
HOMO: -2.82 eV
Calculated total energy: -3077.127179 a.u.
Kohn-Sham gap: 5.09 eV
Energy relative to the best compared isomer or geometry (same formula, charge and spin): 0.394 eV
F_max: 1.852 eV/Å
Total charge: -1

Löwdin population analysis, charges in e, atoms 1 to 2: 1.022, -0.110

[4]
The following is a quantum chemistry calculation of C32H50N5O6PdSbSi3 as an isolated structure, from the Open Molecules 2025 dataset.

Cartesian coordinates (Å):
Pd (-0.01, 0.14, 0.13)
O (-4.60, -3.36, 2.86)
C (-3.57, -3.16, 3.57)
O (-3.37, -3.57, 4.72)
C (-2.46, -2.32, 2.96)
C (-1.22, -2.17, 3.53)
N (-0.52, -1.33, 2.75)
N (-1.22, -0.93, 1.66)
C (-2.41, -1.53, 1.78)
C (-3.53, -1.39, 0.78)
O (-4.06, -2.66, 0.47)
O (-2.06, -1.31, -1.17)
H (-4.33, -3.05, 1.35)
H (-0.82, -2.60, 4.43)
H (0.47, -1.15, 2.78)
C (1.52, 0.06, -4.47)
Sb (0.00, -0.13, -2.90)
C (1.04, 1.06, -1.45)
C (2.48, 0.93, -1.44)
C (3.34, 2.00, -1.06)
C (4.71, 1.86, -1.08)
C (5.26, 0.64, -1.47)
C (4.37, -0.36, -1.82)
N (3.05, -0.24, -1.82)
Si (0.20, 2.67, -1.16)
C (-1.67, 2.73, -1.45)
C (0.40, 3.57, 0.51)
C (0.86, 3.99, -2.40)
C (0.16, -2.40, -2.53)
C (1.28, -2.73, -1.59)
C (2.40, -3.51, -1.95)
C (3.41, -3.75, -1.03)
C (3.31, -3.21, 0.24)
C (2.16, -2.50, 0.53)
N (1.18, -2.28, -0.33)
Si (-1.51, -2.77, -1.65)
C (-2.88, -3.41, -2.78)
C (-3.15, -0.72, -0.52)
C (-1.27, -4.07, -0.32)
Si (0.27, -3.26, -4.19)
C (1.89, -3.06, -5.18)
C (0.10, -5.14, -3.99)
C (-1.06, -2.69, -5.41)
H (1.76, 1.13, -4.46)
H (1.08, -0.18, -5.44)
H (2.43, -0.50, -4.30)
H (2.90, 2.94, -0.74)
H (5.34, 2.69, -0.79)
H (6.33, 0.47, -1.49)
H (4.75, -1.33, -2.13)
H (-2.19, 2.57, -0.50)
H (-2.02, 1.98, -2.16)
H (-1.94, 3.72, -1.83)
H (-0.15, 2.99, 1.26)
H (-0.04, 4.57, 0.43)
H (1.44, 3.68, 0.82)
H (0.54, 3.73, -3.41)
H (1.95, 4.07, -2.42)
H (0.45, 4.99, -2.17)
H (2.48, -3.94, -2.94)
H (4.27, -4.35, -1.32)
H (4.08, -3.35, 0.99)
H (2.03, -2.08, 1.53)
H (-3.17, -2.66, -3.51)
H (-3.73, -3.57, -2.11)
H (-2.67, -4.35, -3.29)
H (-4.04, -0.76, -1.16)
H (-2.89, 0.35, -0.36)
H (-4.30, -0.76, 1.24)
H (-0.59, -4.85, -0.68)
H (-2.23, -4.51, -0.06)
H (-0.83, -3.64, 0.58)
H (2.76, -2.78, -4.58)
H (1.77, -2.29, -5.94)
H (2.11, -4.01, -5.68)
H (1.02, -5.58, -3.60)
H (-0.11, -5.60, -4.96)
H (-0.71, -5.41, -3.31)
H (-1.31, -1.64, -5.27)
H (-1.98, -3.27, -5.32)
H (-0.68, -2.82, -6.42)
O (1.71, 0.72, 5.36)
C (2.00, 0.06, 4.24)
O (2.22, -1.13, 4.24)
C (2.05, 0.93, 3.00)
N (2.04, 2.35, 3.40)
C (3.43, 2.80, 3.28)
C (4.03, 2.02, 2.11)
C (3.32, 0.66, 2.17)
H (1.16, 0.70, 2.38)
H (1.58, 1.65, 5.04)
H (1.46, 2.87, 2.75)
H (3.96, 2.56, 4.20)
H (3.46, 3.89, 3.15)
H (5.12, 1.93, 2.18)
H (3.81, 2.52, 1.16)
H (3.93, -0.10, 2.64)
H (3.05, 0.30, 1.18)

## Properties
HOMO: -0.90 eV
Calculated total energy: -3211.416878 a.u.
Kohn-Sham gap: 5.07 eV
Energy relative to the best compared isomer or geometry (same formula, charge and spin): 0.000 eV
F_max: 0.481 eV/Å
Total charge: -2

Löwdin population analysis, charges in e, atoms 1 to 2: 0.377, -0.056

[5]
The following is a quantum chemistry calculation of C32H50N7O8PPdS as an isolated structure in a non-equilibrium geometry, from the Open Molecules 2025 dataset.

Cartesian coordinates (Å):
Pd (0.36, -0.03, -0.40)
C (-0.86, -3.96, 0.36)
N (-2.12, -3.56, -0.25)
C (-3.24, -4.39, 0.12)
P (-2.28, -1.94, -0.64)
O (-1.37, -1.11, 0.20)
N (-3.84, -1.35, -0.44)
C (-4.95, -1.77, -1.26)
C (-4.22, -0.87, 0.88)
N (-2.11, -1.85, -2.29)
C (-2.11, -0.52, -2.89)
C (-1.75, -2.97, -3.15)
H (-0.65, -4.99, 0.08)
H (-0.91, -3.90, 1.46)
H (-0.07, -3.30, 0.01)
H (-3.05, -5.42, -0.20)
H (-4.14, -4.04, -0.39)
H (-3.42, -4.39, 1.20)
H (-4.58, -2.20, -2.19)
H (-5.57, -0.91, -1.51)
H (-5.59, -2.51, -0.76)
H (-3.35, -0.42, 1.35)
H (-4.60, -1.67, 1.52)
H (-5.00, -0.11, 0.77)
H (-3.05, -0.01, -2.67)
H (-2.00, -0.62, -3.97)
H (-1.28, 0.11, -2.52)
H (-1.78, -3.88, -2.56)
H (-0.74, -2.87, -3.56)
H (-2.46, -3.04, -3.97)
C (-1.81, 5.01, 3.46)
C (-1.76, 3.99, 2.36)
C (-2.72, 3.99, 1.36)
C (-2.67, 3.04, 0.34)
C (-3.67, 3.07, -0.79)
C (-1.67, 2.09, 0.35)
C (-0.65, 2.06, 1.33)
C (-0.74, 3.05, 2.34)
N (0.29, 1.09, 1.23)
C (1.43, 0.93, 2.12)
C (2.22, -0.33, 1.69)
C (3.46, -0.54, 2.57)
C (3.05, -0.71, 4.03)
C (2.28, 0.53, 4.46)
C (3.19, 1.76, 4.34)
C (3.62, 1.92, 2.88)
C (4.38, 0.68, 2.43)
C (2.39, 2.14, 2.00)
C (1.03, 0.69, 3.60)
H (-2.75, 5.56, 3.42)
H (-0.99, 5.73, 3.35)
H (-1.72, 4.54, 4.44)
H (-3.50, 4.74, 1.37)
H (-4.55, 3.64, -0.51)
H (-3.96, 2.07, -1.07)
H (-3.21, 3.55, -1.65)
H (-1.66, 1.36, -0.46)
H (0.02, 3.12, 3.10)
H (2.57, -0.22, 0.66)
H (1.57, -1.21, 1.76)
H (3.99, -1.43, 2.23)
H (3.93, -0.85, 4.66)
H (2.42, -1.60, 4.14)
H (1.97, 0.43, 5.51)
H (4.07, 1.63, 4.97)
H (2.66, 2.65, 4.67)
H (4.27, 2.80, 2.79)
H (5.27, 0.55, 3.04)
H (4.69, 0.78, 1.39)
H (2.67, 2.23, 0.95)
H (1.89, 3.06, 2.29)
H (0.43, 1.51, 3.99)
H (0.43, -0.22, 3.64)
O (1.81, 1.24, -7.43)
N (1.63, 2.17, -6.66)
O (1.54, 3.33, -7.00)
C (1.53, 1.87, -5.26)
C (1.36, 2.90, -4.34)
C (1.31, 2.59, -2.99)
C (1.51, 1.25, -2.50)
O (1.83, 1.02, -1.29)
C (1.46, 0.22, -3.51)
C (1.55, 0.54, -4.86)
N (1.29, -1.10, -3.14)
O (0.92, -1.40, -1.95)
O (1.38, -2.01, -3.98)
N (1.04, 3.61, -2.03)
O (1.22, 4.77, -2.36)
O (0.59, 3.27, -0.95)
H (1.25, 3.92, -4.66)
H (1.61, -0.24, -5.60)
C (2.81, -4.29, 1.08)
S (2.56, -3.08, -0.25)
C (2.46, -4.21, -1.66)
H (3.71, -4.87, 0.90)
H (1.95, -4.95, 1.17)
H (2.93, -3.73, 2.00)
H (1.64, -4.91, -1.53)
H (3.41, -4.74, -1.75)
H (2.28, -3.60, -2.54)

## Properties
HOMO: -6.47 eV
Calculated total energy: -3101.775842 a.u.
Kohn-Sham gap: 4.37 eV
Energy relative to the best compared isomer or geometry (same formula, charge and spin): 0.000 eV
F_max: 3.449 eV/Å
Total charge: 0

Löwdin population analysis, charges in e, atoms 1 to 2: 1.010, -0.118

What is the F_max in the first record? 3.596 eV/Å

Among the records above, which one has the lowest total charge? C32H50N5O6PdSbSi3